Record 1
59
Properties=species:S:1:pos:R:3:mulliken_spin:R:1 method="wB97M-V/def2-TZVPD" multiplicity=4 orbital_gap_ev="6.3 / 5.6" charge=+2 e_tot_ev=-48685.23936 lumo_energy_ev="-7.02 / -7.70" homo_energy_ev="-13.32 / -13.34"
Re 1.052 0.930 -2.049 1.935
O -0.004 2.664 -2.278 0.006
C 0.318 3.826 -1.939 -0.011
C 1.525 4.177 -1.265 0.016
C 1.745 5.540 -0.973 -0.008
C 2.888 5.908 -0.326 0.012
C 3.853 4.973 0.063 -0.009
C 3.657 3.643 -0.208 0.006
C 2.494 3.223 -0.874 0.018
O 2.367 1.919 -1.101 0.083
N 3.113 7.337 -0.027 -0.001
O 2.221 8.100 -0.318 0.002
O 4.097 7.605 0.621 0.001
H -0.399 4.611 -2.184 -0.005
H 1.023 6.294 -1.260 0.000
H 4.741 5.320 0.572 0.000
H 4.386 2.899 0.079 -0.002
C -6.734 -4.796 3.796 0.000
O -5.855 -4.582 2.679 0.018
C -4.570 -4.405 2.880 0.033
C -3.800 -4.267 1.696 -0.001
C -2.449 -4.111 1.767 0.005
C -1.833 -4.066 3.037 0.081
C -2.596 -4.209 4.213 0.037
C -3.957 -4.360 4.145 -0.003
N -0.478 -4.000 3.217 0.152
N 0.408 -3.875 2.404 0.338
C 0.625 -3.120 1.282 0.064
C 1.461 -3.684 0.313 0.101
C 1.786 -3.013 -0.857 -0.041
C 1.336 -1.713 -1.037 0.072
O 1.623 -0.990 -2.099 0.051
C 0.536 -1.099 -0.021 0.050
N 0.171 0.194 -0.272 -0.013
C -0.558 0.841 0.617 -0.011
C -0.948 0.250 1.828 0.019
C -0.592 -1.044 2.099 -0.009
C 0.161 -1.770 1.150 0.011
H -7.722 -4.899 3.362 0.000
H -6.709 -3.939 4.468 0.000
H -6.455 -5.712 4.316 0.000
H -4.319 -4.322 0.750 0.001
H -1.862 -4.043 0.861 -0.001
H -2.080 -4.207 5.164 -0.003
H -4.538 -4.468 5.049 0.000
H 1.839 -4.681 0.494 -0.007
H 2.397 -3.479 -1.616 -0.002
H -0.840 1.856 0.372 0.000
H -1.525 0.831 2.532 0.001
H -0.883 -1.497 3.035 0.006
C 2.538 1.974 -6.168 0.002
C 1.711 2.243 -4.941 0.005
O 1.954 1.196 -3.934 0.004
H 2.333 2.739 -6.916 0.000
H 2.296 1.005 -6.602 0.000
H 3.606 2.019 -5.947 0.000
H 0.642 2.192 -5.137 0.001
H 1.954 3.198 -4.474 0.001
H 2.848 0.840 -4.035 -0.004

***

Record 2
61
Properties=species:S:1:pos:R:3:nbo_charge:R:1 method="wB97M-V/def2-TZVPD" multiplicity=1 orbital_gap_ev=8.1 charge=0 de_lowest_kj_mol=0.00 e_tot_ev=-87446.34833 lumo_energy_ev=-0.07 homo_energy_ev=-8.18
Sc 2.572 1.558 -0.525 1.744
O -0.647 -1.593 -1.054 -0.673
C 0.218 -2.630 -1.085 0.367
C -0.326 -3.917 -1.258 -0.282
C 0.469 -5.035 -1.357 -0.173
C 1.829 -4.942 -1.111 -0.259
C 2.395 -3.725 -0.945 -0.152
C 1.650 -2.556 -0.903 -0.201
C 2.308 -1.242 -0.557 0.595
O 1.684 -0.168 -1.007 -0.844
N 3.290 -1.225 0.247 -0.410
N 3.714 0.079 0.548 -0.497
C 4.826 0.063 1.181 -0.046
S 5.571 1.546 1.758 0.310
C 7.174 0.603 1.971 -0.497
C 6.911 -0.784 2.483 -0.548
S 5.609 -1.446 1.374 0.386
H -0.153 -0.748 -0.953 0.517
H -1.406 -3.886 -1.376 0.224
H 0.044 -6.018 -1.507 0.215
H 2.450 -5.864 -1.195 0.215
H 3.480 -3.610 -0.813 0.225
H 7.782 1.111 2.685 0.232
H 7.729 0.613 1.028 0.233
H 6.623 -0.831 3.533 0.230
H 7.820 -1.368 2.312 0.242
F 3.944 3.610 -2.431 -0.514
B 4.306 2.465 -1.919 0.582
F 5.638 2.152 -2.230 -0.544
C -5.426 1.096 -3.060 -0.631
C -5.244 1.734 -1.718 0.002
C -6.273 2.422 -1.093 -0.202
C -6.137 2.972 0.187 -0.222
C -4.904 2.911 0.826 -0.211
C -3.783 2.309 0.174 0.131
N -2.474 2.301 0.840 -0.638
C -1.903 1.158 1.391 0.318
C -2.686 0.175 1.970 -0.299
C -2.147 -0.934 2.610 -0.150
C -0.751 -1.119 2.710 -0.252
C 0.040 -0.102 2.197 -0.153
C -0.492 1.036 1.571 -0.261
C 0.471 1.787 0.762 0.771
O 0.213 2.037 -0.437 -0.707
O 1.673 2.034 1.179 -0.777
C -3.980 1.681 -1.062 -0.021
C -2.903 0.889 -1.721 -0.658
H -6.355 1.379 -3.499 0.217
H -5.356 0.011 -2.996 0.221
H -4.609 1.466 -3.698 0.217
H -7.233 2.454 -1.598 0.205
H -6.920 3.539 0.597 0.213
H -4.713 3.361 1.807 0.222
H -1.789 2.839 0.265 0.405
H -3.788 0.216 1.937 0.226
H -2.819 -1.626 3.103 0.212
H -0.390 -2.040 3.206 0.224
H 1.100 -0.167 2.354 0.226
H -3.139 -0.157 -1.524 0.234
H -1.903 1.108 -1.357 0.240
H -2.884 1.016 -2.816 0.217

***

Record 3
60
Properties=species:S:1:pos:R:3:nbo_charge:R:1 method="wB97M-V/def2-TZVPD" multiplicity=1 orbital_gap_ev=7.6 charge=+2 de_lowest_kj_mol=0.00 e_tot_ev=-44488.92114 lumo_energy_ev=-5.90 homo_energy_ev=-13.50
Ba 0.667 0.806 -1.614 1.858
C -1.675 -3.189 -3.429 0.026
C -0.851 -2.097 -3.182 0.010
N -0.816 -1.521 -1.987 -0.503
C -1.587 -2.014 -1.011 0.108
C -2.408 -3.110 -1.286 0.035
N -2.449 -3.685 -2.479 -0.323
C -1.523 -1.372 0.340 0.269
C -2.304 -1.876 1.372 -0.256
C -2.257 -1.307 2.639 0.154
C -1.398 -0.225 2.804 -0.257
C -0.645 0.242 1.736 0.262
N -0.701 -0.324 0.518 -0.602
C 0.281 1.398 1.944 0.100
C 0.330 2.129 3.134 0.043
N 1.181 3.126 3.317 -0.327
C 2.006 3.425 2.327 0.020
C 1.960 2.730 1.125 0.010
N 1.101 1.734 0.945 -0.504
C -3.073 -1.827 3.756 -0.085
C -3.558 -3.133 3.754 -0.234
C -4.317 -3.571 4.830 0.057
N -4.619 -2.809 5.873 -0.366
C -4.161 -1.564 5.875 0.056
C -3.388 -1.030 4.854 -0.235
H -1.704 -3.659 -4.404 0.228
H -0.219 -1.693 -3.964 0.206
H -3.052 -3.546 -0.537 0.211
H -2.970 -2.703 1.191 0.230
H -1.295 0.226 3.776 0.231
H -0.333 1.919 3.961 0.211
H 2.711 4.231 2.482 0.226
H 2.622 2.987 0.306 0.211
H -3.339 -3.833 2.961 0.217
H -4.695 -4.586 4.848 0.212
H -4.423 -0.955 6.731 0.212
H -3.082 0.004 4.928 0.216
N 0.103 5.707 -3.731 -0.691
C -0.751 4.498 -3.993 -0.349
C -0.150 3.344 -3.171 0.758
O 0.841 3.617 -2.456 -0.779
O -0.701 2.235 -3.293 -0.772
H -0.420 6.492 -3.344 0.444
H 0.595 6.035 -4.561 0.444
H 0.804 5.377 -3.029 0.474
H -0.736 4.267 -5.054 0.256
H -1.771 4.702 -3.681 0.256
N 3.158 -1.478 0.271 -0.790
C 3.771 -1.267 -0.934 0.394
C 5.047 -1.805 -1.177 -0.280
C 5.662 -1.537 -2.375 -0.109
C 5.018 -0.738 -3.323 -0.284
C 3.777 -0.253 -3.003 0.038
N 3.149 -0.502 -1.838 -0.628
H 3.529 -2.206 0.857 0.407
H 2.170 -1.320 0.385 0.383
H 5.528 -2.417 -0.427 0.234
H 6.643 -1.946 -2.576 0.242
H 5.476 -0.508 -4.273 0.243
H 3.244 0.375 -3.712 0.181

***

Record 4
56
Properties=species:S:1:pos:R:3:mulliken_spin:R:1 method="wB97M-V/def2-TZVPD" multiplicity=5 orbital_gap_ev="5.6 / 7.1" charge=+1 de_lowest_kj_mol=0.00 e_tot_ev=-187530.23015 lumo_energy_ev="-2.71 / -4.68" homo_energy_ev="-8.28 / -11.81"
Pt -0.366 0.690 1.160 1.181
C -3.438 0.617 -0.020 0.085
C -2.861 -0.760 -0.028 0.110
C -3.502 -1.834 -0.557 0.046
C -2.883 -3.111 -0.608 0.439
C -1.566 -3.231 -0.173 -0.114
C -0.775 -4.414 -0.230 0.298
Br -1.527 -5.998 -0.865 0.059
C 0.582 -4.462 0.174 -0.038
C 1.188 -3.341 0.630 0.234
Br 2.979 -3.342 1.168 0.028
C 0.444 -2.092 0.728 0.269
O 1.029 -1.021 1.111 0.412
C -0.932 -2.078 0.365 0.109
N -1.590 -0.897 0.516 0.380
H -4.431 0.620 -0.465 0.003
H -2.802 1.298 -0.593 -0.025
H -3.516 1.020 0.992 -0.008
H -4.499 -1.705 -0.955 0.005
H -3.408 -3.961 -1.014 0.029
H 1.121 -5.395 0.108 0.009
C -2.581 0.678 3.606 0.042
O -1.216 0.535 4.076 0.024
C -0.257 0.553 3.229 0.192
C 1.065 0.384 3.878 0.092
H -2.694 1.657 3.148 -0.014
H -3.202 0.591 4.490 0.002
H -2.791 -0.118 2.895 -0.017
H 0.985 0.080 4.921 0.008
H 1.573 1.354 3.820 -0.011
H 1.664 -0.319 3.299 -0.011
N 0.639 2.525 0.890 0.086
S 1.257 2.956 -0.541 0.024
C 2.767 2.036 -0.778 -0.004
C 3.472 2.276 -1.953 -0.006
C 4.639 1.569 -2.183 0.001
C 5.088 0.643 -1.247 -0.002
C 4.378 0.427 -0.076 0.002
C 3.207 1.133 0.170 0.002
C 0.191 2.134 -1.700 0.013
C 0.273 0.758 -1.897 0.026
C -0.665 0.144 -2.714 0.018
C -1.654 0.900 -3.329 0.005
C -1.715 2.275 -3.135 0.019
C -0.792 2.900 -2.310 0.015
H 0.682 3.309 1.528 -0.001
H 3.114 2.998 -2.677 -0.001
H 5.202 1.742 -3.090 0.000
H 6.000 0.093 -1.432 0.000
H 4.729 -0.294 0.649 0.001
H 2.639 0.976 1.076 0.004
H 1.070 0.181 -1.444 -0.020
H -0.619 -0.926 -2.873 -0.002
H -2.378 0.416 -3.971 0.001
H -2.481 2.860 -3.626 0.001
H -0.834 3.970 -2.145 0.000

***

Record 5
59
Properties=species:S:1:pos:R:3:mulliken_spin:R:1 method="wB97M-V/def2-TZVPD" multiplicity=4 orbital_gap_ev="6.7 / 5.2" charge=+2 de_lowest_kj_mol=37.21 e_tot_ev=-93609.02924 lumo_energy_ev="-7.24 / -8.59" homo_energy_ev="-13.91 / -13.81"
Tc 0.124 -0.236 -0.200 2.585
O -1.749 2.499 2.076 0.021
C -1.631 1.330 1.843 -0.015
O -1.207 0.908 0.637 0.172
C -1.929 0.274 2.869 0.011
C -2.639 0.702 3.987 -0.001
C -2.942 -0.176 5.014 0.000
C -2.522 -1.498 4.944 0.000
C -1.808 -1.937 3.843 -0.001
C -1.515 -1.061 2.790 -0.012
P -0.637 -1.839 1.408 -0.055
C -1.818 -2.903 0.550 -0.005
C -3.161 -2.942 0.925 0.009
C -4.047 -3.752 0.227 0.002
C -3.604 -4.520 -0.840 -0.001
C -2.270 -4.477 -1.229 -0.007
C -1.379 -3.666 -0.545 -0.011
C 0.648 -2.837 2.184 0.012
C 0.789 -4.203 1.946 -0.006
C 1.777 -4.917 2.614 0.002
C 2.617 -4.275 3.512 -0.006
C 2.473 -2.911 3.756 0.000
C 1.492 -2.192 3.095 -0.008
H -2.946 1.739 4.033 0.000
H -3.499 0.175 5.874 0.000
H -2.742 -2.188 5.750 0.000
H -1.480 -2.969 3.795 0.000
H -3.518 -2.346 1.756 0.000
H -5.089 -3.782 0.523 0.000
H -4.301 -5.156 -1.374 0.000
H -1.923 -5.078 -2.062 0.000
H -0.340 -3.640 -0.852 0.005
H 0.125 -4.716 1.262 -0.001
H 1.880 -5.982 2.441 0.000
H 3.377 -4.841 4.038 0.000
H 3.114 -2.416 4.476 0.000
H 1.353 -1.139 3.317 -0.003
Cl 0.130 1.570 -2.114 0.009
C -1.420 0.882 -2.673 0.008
Cl -1.619 -0.709 -1.853 -0.010
H -1.382 0.721 -3.740 0.000
H -2.231 1.533 -2.380 0.001
N 2.756 -0.014 1.373 0.017
C 3.495 0.826 2.103 0.052
C 2.780 2.002 2.247 0.010
C 1.588 1.786 1.567 0.035
N 1.580 0.548 1.036 -0.055
H 2.945 -0.970 1.120 -0.002
H 4.474 0.543 2.467 0.001
H 3.077 2.890 2.784 0.000
H 0.741 2.449 1.445 0.003
C 4.047 1.008 -2.573 -0.001
O 3.057 0.283 -1.781 -0.005
C 2.916 -1.004 -2.003 -0.027
S 3.773 -1.894 -3.074 0.120
S 1.673 -1.825 -1.097 0.156
H 3.892 2.056 -2.344 0.000
H 3.892 0.820 -3.632 -0.001
H 5.049 0.701 -2.283 0.001

***

Record 6
60
Properties=species:S:1:pos:R:3:nbo_charge:R:1 method="wB97M-V/def2-TZVPD" multiplicity=1 orbital_gap_ev=7.7 charge=+2 de_lowest_kj_mol=0.00 e_tot_ev=-65549.84998 lumo_energy_ev=-5.90 homo_energy_ev=-13.64
Pb -1.199 -0.414 -0.416 1.427
N 2.525 -3.953 -1.015 -0.740
C 1.834 -2.839 -1.301 0.309
S 0.126 -2.890 -1.018 -0.370
N 2.615 -1.854 -1.721 -0.397
N 2.162 -0.701 -2.193 0.211
C 2.849 0.262 -2.739 0.055
C 1.968 1.310 -3.122 -0.103
C 2.120 2.552 -3.742 -0.167
C 0.976 3.290 -3.962 -0.203
C -0.287 2.800 -3.582 -0.146
C -0.446 1.571 -2.968 -0.268
C 0.720 0.859 -2.758 0.263
O 0.803 -0.375 -2.168 -0.309
H 2.031 -4.768 -0.704 0.424
H 3.494 -4.026 -1.277 0.419
H 3.920 0.152 -2.843 0.278
H 3.099 2.913 -4.040 0.252
H 1.045 4.253 -4.451 0.249
H -1.168 3.396 -3.788 0.246
H -1.423 1.187 -2.695 0.236
O -2.320 6.361 0.479 -0.714
C -0.959 6.077 0.237 -0.100
C -0.782 4.591 0.349 0.064
C 0.321 3.952 -0.202 -0.195
C 0.398 2.579 -0.130 0.044
N -0.542 1.818 0.454 -0.578
C -1.575 2.442 1.064 0.192
C -1.718 3.817 1.021 -0.224
C -2.584 1.613 1.794 0.176
C -3.182 2.109 2.937 -0.223
C -4.109 1.332 3.616 0.070
C -4.727 1.810 4.899 -0.098
O -4.390 3.169 5.074 -0.717
C -4.437 0.091 3.087 -0.223
C -3.790 -0.341 1.949 0.057
N -2.864 0.390 1.317 -0.544
H -2.471 7.309 0.415 0.497
H -0.305 6.554 0.976 0.206
H -0.628 6.405 -0.749 0.192
H 1.107 4.511 -0.700 0.236
H 1.246 2.052 -0.558 0.202
H -2.576 4.298 1.474 0.270
H -2.937 3.090 3.319 0.264
H -4.340 1.186 5.710 0.200
H -5.807 1.653 4.854 0.201
H -4.725 3.478 5.920 0.496
H -5.188 -0.539 3.552 0.246
H -4.028 -1.308 1.514 0.211
I -1.079 -4.719 4.005 0.259
C -0.328 -2.894 3.383 -0.196
C 0.675 -2.240 4.088 -0.155
C 1.126 -1.012 3.627 -0.224
C 0.577 -0.487 2.474 0.044
N -0.373 -1.129 1.787 -0.550
C -0.822 -2.308 2.237 0.014
H 1.098 -2.685 4.982 0.254
H 1.903 -0.472 4.153 0.250
H 0.897 0.475 2.086 0.213
H -1.595 -2.809 1.657 0.217